C14H41BrFGaNO18P4S | ωB97M-V/def2-TZVPD

Last column: Mulliken charge in e.
Element x y z (Å)
N -2.55085 -2.17162 2.35151  -0.97
C -2.85471 -1.26619 1.50980  0.07
C -4.10336 -1.21803 0.71616  -0.54
Ga -5.55742 -0.31595 1.77759  0.38
Br -6.38018 1.43464 0.37336  -0.47
S -7.33473 -1.85390 2.17694  0.86
O -6.85118 -3.03658 2.85144  -0.59
O -8.55129 -1.23739 2.64927  -0.59
F -7.77304 -2.42496 0.71024  -0.28
H -1.64578 -1.95204 2.76641  0.20
H -2.17193 -0.41974 1.32572  0.21
H -4.43171 -2.21623 0.41532  0.44
H -3.95899 -0.58220 -0.16089  0.28
H -5.17282 0.25366 3.18206  -0.23
C -1.31554 5.23008 -2.49289  -0.77
O -1.06125 4.41061 -1.34665  -0.26
P -1.98749 3.13639 -1.06557  0.92
O -2.73352 2.71919 -2.25531  -0.80
O -2.78638 3.44422 0.24929  -0.18
C -4.01620 4.19060 0.20988  -0.86
O -0.98352 2.09121 -0.43286  0.20
C 0.05013 1.56965 -1.27314  -0.55
H -2.14206 5.91335 -2.29459  0.29
H -0.40724 5.80029 -2.67235  0.22
H -1.55767 4.61358 -3.35623  0.34
H -4.59044 3.92647 -0.67603  0.38
H -3.81703 5.26247 0.24498  0.23
H -4.57610 3.87736 1.08497  0.27
H 0.84615 2.30319 -1.40514  0.33
H -0.35727 1.28489 -2.24380  0.34
H 0.44579 0.69011 -0.77096  -0.11
C 0.74044 -0.69388 3.58672  0.57
O 0.43565 0.64734 3.99788  -0.31
P 1.54553 1.78467 3.99244  1.10
O 2.73211 1.41143 3.21009  -0.64
O 1.80920 2.16078 5.50810  -0.42
C 2.57582 1.24819 6.29832  -0.68
O 0.74713 3.07261 3.58040  -0.49
C 0.25373 3.10966 2.22732  -0.59
H 1.23353 -1.24024 4.39143  0.28
H -0.20766 -1.17180 3.35266  -0.37
H 1.38695 -0.68057 2.71361  0.01
H 3.34216 0.76080 5.69461  0.32
H 1.91618 0.50262 6.74351  0.25
H 3.04994 1.83062 7.08427  0.24
H -0.55474 2.39173 2.10813  0.26
H 1.05619 2.89055 1.52344  0.29
H -0.12404 4.11264 2.05424  0.26
C 3.11158 -4.18253 0.07785  -0.62
O 3.62957 -3.48252 1.21850  -0.40
P 2.74247 -2.35997 1.92407  1.07
O 1.32840 -2.45148 1.55338  -0.47
O 3.46485 -0.98148 1.64642  -0.24
C 3.32623 -0.40035 0.34002  -0.72
O 3.11945 -2.49164 3.44841  -0.25
C 2.68697 -3.67740 4.13568  -0.80
H 3.22622 -3.57712 -0.82168  0.25
H 3.70073 -5.09087 -0.01836  0.25
H 2.05973 -4.42032 0.22122  0.31
H 2.33977 -0.61198 -0.07445  0.25
H 4.10515 -0.78603 -0.31789  0.29
H 3.44896 0.67334 0.45721  0.33
H 3.29218 -4.52786 3.82294  0.29
H 1.63281 -3.87000 3.93751  0.36
H 2.83339 -3.48614 5.19454  0.24
C 1.61842 -2.58847 -7.27170  -0.68
O 1.78659 -2.23419 -5.89377  -0.26
P 1.55636 -0.72809 -5.42002  0.78
O 0.82930 0.06176 -6.41824  -0.71
O 2.97427 -0.17472 -4.98837  -0.19
C 3.89532 0.19909 -6.01866  -0.74
O 0.94799 -0.88568 -3.97936  -0.03
C -0.36073 -1.48127 -3.86815  -0.75
H 2.50391 -2.31254 -7.84521  0.28
H 1.49063 -3.66754 -7.29817  0.24
H 0.74696 -2.08986 -7.69032  0.34
H 3.36747 0.61403 -6.87764  0.36
H 4.48399 -0.66865 -6.31844  0.26
H 4.55114 0.95563 -5.59648  0.23
H -0.29134 -2.55462 -4.03864  0.31
H -1.04996 -1.02774 -4.57962  0.38
H -0.70929 -1.28704 -2.85825  0.20

Cartesian forces, eV/Å:
N -0.02 -0.01 -0.06
C 0.09 0.14 -0.16
C 0.09 -0.14 -0.01
Ga 0.48 0.19 -0.08
Br -0.18 -0.03 0.01
S -0.27 -0.12 0.12
O -0.13 0.24 -0.07
O 0.18 -0.13 0.05
F 0.12 0.04 -0.09
H -0.22 -0.18 -0.11
H -0.07 0.00 0.11
H 0.00 0.06 0.09
H -0.07 -0.13 -0.01
H -0.16 -0.02 0.10
C 0.02 -0.02 0.00
O 0.01 -0.03 0.06
P -0.09 -0.18 0.09
O 0.03 0.10 0.03
O -0.01 0.19 -0.04
C -0.13 -0.22 0.04
O 0.16 0.12 -0.10
C -0.03 -0.14 -0.04
H 0.00 0.00 0.00
H -0.01 0.01 -0.01
H 0.00 0.01 0.00
H 0.01 0.01 -0.02
H 0.12 -0.02 -0.02
H -0.05 0.07 -0.01
H -0.03 0.05 0.01
H 0.04 -0.01 -0.02
H -0.03 0.00 0.00
C -0.05 0.35 0.08
O 0.01 0.22 0.26
P -0.14 -0.38 -0.03
O -0.06 0.22 0.04
O 0.06 0.02 0.03
C 0.00 0.03 -0.03
O 0.10 0.11 -0.10
C -0.13 -0.02 0.01
H -0.06 0.11 0.05
H 0.23 0.15 -0.02
H -0.49 0.42 0.40
H 0.01 -0.01 -0.01
H -0.01 -0.02 -0.01
H -0.01 -0.01 0.02
H 0.00 0.00 -0.02
H 0.02 0.00 0.00
H 0.00 0.01 0.02
C 0.01 -0.02 0.02
O -0.01 -0.04 0.02
P 0.67 0.06 -0.34
O 0.04 -0.42 -0.29
O -0.12 -0.38 -0.20
C 0.00 0.09 0.14
O 0.11 -0.31 0.01
C 0.02 0.12 -0.04
H 0.00 0.01 0.00
H -0.01 -0.01 -0.01
H 0.00 0.00 -0.01
H 0.02 -0.02 -0.01
H -0.02 -0.06 -0.02
H -0.02 -0.02 0.10
H -0.02 -0.01 0.01
H -0.02 -0.03 0.00
H 0.01 -0.02 0.02
C -0.03 -0.02 0.02
O 0.06 0.02 0.04
P -0.01 -0.01 0.05
O 0.05 -0.01 0.05
O 0.03 0.00 -0.06
C -0.03 0.03 0.03
O -0.09 -0.02 -0.05
C -0.07 0.05 0.05
H 0.00 0.00 0.00
H 0.00 0.00 -0.02
H 0.00 0.00 -0.01
H 0.00 0.01 0.00
H -0.01 0.00 -0.01
H 0.02 -0.01 -0.01
H 0.01 0.00 0.00
H 0.02 0.02 -0.01
H 0.03 -0.02 0.01

Summary:
Lowest unoccupied orbital energy   1.782 eV
HOMO   -5.97 eV
Kohn-Sham gap   7.75 eV
Charge   -1

---

C4H9NS2 | ωB97M-V/def2-TZVPD

Last column: natural (NBO) charge in e.
Element x y z (Å)
C 2.85632 0.41481 0.36160  -0.83
C 0.48404 0.09385 -0.62550  -0.24
C -0.72481 -0.61962 -0.90699  -0.53
C -1.58105 -0.70939 0.47089  -0.21
H 2.15702 1.02649 1.16454  0.25
H 3.84868 -0.02110 0.92148  0.24
H 3.00198 1.24427 -0.33309  0.24
H -0.49608 -1.63493 -1.15502  0.22
H -1.50038 -0.15795 -1.55557  0.27
H -1.75708 -2.00947 0.39404  0.21
H -1.10524 -0.46767 1.50239  0.21
H -3.02923 0.55185 0.96523  0.35
H -2.05981 1.15645 -0.38309  0.37
N -2.64296 0.35252 -0.08493  -0.85
S 1.97741 -0.91587 -0.35280  0.32
S 0.57120 1.69577 -0.38318  -0.03

Cartesian forces, eV/Å:
C 1.69 0.88 3.92
C 2.17 0.50 0.15
C -0.90 -1.14 1.25
C 0.21 -1.70 -2.80
H 1.81 -2.02 -1.50
H -2.35 1.23 -1.65
H 0.74 -0.48 -0.16
H 0.13 -0.53 -0.75
H 1.37 -0.57 -0.22
H -0.80 4.17 0.83
H -0.60 -0.23 -2.09
H 0.31 0.57 -3.57
H -0.32 -0.37 0.85
N -0.60 -1.76 6.38
S -1.75 0.81 -0.14
S -1.10 0.65 -0.49

Summary:
Lowest unoccupied orbital energy   -0.069 eV
HOMO   -8.62 eV
Kohn-Sham gap   8.56 eV
Relative energy (zero: lowest compared OMol25 entry of this formula, charge and spin)   3.974 eV
Structure (SMILES)   CSC(=S)CCN

---

C3H12O4 | ωB97M-V/def2-TZVPD

Last column: natural (NBO) charge in e.
Element x y z (Å)
C -1.11072 -0.93254 -1.67778  -0.55
C -0.57757 -0.46368 -0.54343  0.33
O -0.96254 0.71342 0.03084  -0.72
C 0.48739 -1.16231 0.22879  -0.71
H -0.54381 -1.72373 -2.14612  0.20
H -2.15238 -0.84932 -1.93188  0.21
H -1.83237 0.98528 -0.29534  0.51
H 0.38171 -2.22915 0.35543  0.24
H 1.51835 -1.06181 -0.14260  0.25
H 0.56754 -0.68562 1.20400  0.24
H 1.20299 2.75043 0.38670  0.48
H 1.15974 1.28050 -0.11112  0.48
O 1.71992 2.05906 -0.03284  -0.96
H -3.08115 -0.59668 1.14830  0.47
H -3.93311 -1.23992 0.10321  0.47
O -3.61515 -0.37094 0.37652  -0.94
H 3.18086 0.51757 0.72805  0.49
H 4.56434 -0.12830 0.78060  0.47
O 3.68300 -0.19003 1.15994  -0.96

Cartesian forces, eV/Å:
C 0.32 -0.93 0.70
C -0.34 -0.09 -1.00
O -0.32 -0.25 0.84
C 1.60 0.80 0.34
H -0.29 -0.39 0.04
H 0.01 0.93 -0.56
H 0.08 -0.13 -0.20
H -0.57 -0.19 -0.07
H -0.27 0.18 -0.37
H -0.20 -0.17 0.25
H -0.20 -0.20 0.04
H -0.39 0.39 0.05
O 0.70 -0.19 -0.11
H 0.06 0.27 0.01
H -0.11 0.17 -0.21
O -0.04 -0.38 0.23
H 0.11 0.10 0.16
H 0.00 0.01 0.01
O -0.14 0.07 -0.17

Summary:
Lowest unoccupied orbital energy   0.532 eV
HOMO   -8.77 eV
Kohn-Sham gap   9.31 eV
Relative energy (zero: lowest compared OMol25 entry of this formula, charge and spin)   1.134 eV
Structure (SMILES)   C=C(C)O.O.O.O

---

C8H12N3O4 | ωB97M-V/def2-TZVPD

Last column: natural (NBO) charge in e.
Element x y z (Å)
C -2.52920 1.06955 -0.78432  0.78
C -3.95176 -0.44721 0.46549  0.95
C 1.43279 -3.30487 -0.13187  -0.08
C 2.07384 2.82657 0.96882  -0.08
C 0.64705 -2.11627 0.18312  -0.02
C 0.86170 2.00381 0.88550  0.00
C 0.00422 -1.27457 -0.89933  -0.26
C 1.00502 0.70234 0.05782  -0.26
N -2.91527 0.03158 0.05407  -0.71
N -1.17715 0.92649 -1.13372  -0.48
N -0.30014 0.05781 -0.38589  -0.18
O -3.15849 2.03035 -1.09532  -0.49
O -4.68131 -1.17964 0.95783  -0.38
O 2.02491 -2.17694 0.37090  -0.46
O 0.98062 3.29647 0.30274  -0.46
H 1.52997 -4.22634 0.53205  0.22
H 1.53779 -3.67632 -1.26415  0.20
H 2.21819 3.30116 1.97989  0.21
H 2.97407 2.59145 0.41596  0.20
H 0.08534 -2.12471 1.13806  0.20
H 0.07246 1.96908 1.68849  0.21
H -0.92792 -1.73999 -1.22573  0.25
H 0.64215 -1.10865 -1.76039  0.24
H 1.56039 0.04342 0.69249  0.27
H 1.42336 1.00169 -0.87300  0.23
H -0.75622 -0.23616 0.38113  0.43
H -0.67642 1.75990 -1.52066  0.44

Cartesian forces, eV/Å:
C 0.06 0.65 0.95
C 0.19 -1.42 0.52
C -0.23 -4.02 -1.92
C 0.88 0.20 3.28
C -1.61 -0.52 0.96
C -1.14 -0.86 0.33
C 0.67 -1.01 -1.78
C -1.49 2.81 0.29
N 1.01 0.58 -0.68
N 1.72 0.25 -0.64
N 1.50 1.66 -1.41
O 0.00 -0.30 -0.43
O -0.96 0.48 0.01
O 1.59 1.67 -0.46
O -1.47 -0.10 -1.83
H -0.64 1.44 -0.65
H 0.16 1.46 2.32
H 0.26 -0.40 -1.19
H 0.01 -0.08 -0.18
H 0.13 0.01 -0.47
H 1.19 0.02 -0.52
H 0.03 0.08 0.05
H 0.22 -0.44 -0.21
H 0.30 -0.76 -0.29
H 1.18 -0.23 -0.68
H -2.73 -0.22 4.10
H -0.83 -0.96 0.55

Summary:
Lowest unoccupied orbital energy   -3.129 eV
HOMO   -14.47 eV
Kohn-Sham gap   11.34 eV
Charge   +1
Relative energy (zero: lowest compared OMol25 entry of this formula, charge and spin)   2.535 eV
Structure (SMILES)   O=C=NC(=O)N[NH+](C[C@H]1CO1)C[C@H]1CO1

---

C28H32FeN8O2S4 | ωB97M-V/def2-TZVPD

Last column: Mulliken spin population.
Element x y z (Å)
Fe -0.38675 -0.65122 0.61857  3.79
C 1.86037 3.02733 -0.62572  0.01
C 1.62228 1.53342 -0.45439  0.01
N 0.35168 1.12475 -0.42894  0.00
N -0.56735 2.02522 -0.83918  0.05
C -1.85790 1.67950 -0.85021  0.00
S -2.45964 0.10262 -0.61631  0.11
S -3.19642 2.73404 -1.15933  0.00
C -2.29292 4.34493 -1.29279  0.00
C -1.90373 5.03147 0.02652  0.00
C -2.25080 4.49885 1.25880  0.00
C -1.91069 5.14607 2.44267  0.00
C -1.12764 6.27754 2.41529  0.00
C -0.72735 6.84185 1.19595  0.00
C -1.12078 6.18621 0.01897  0.00
C 2.76894 0.70567 -0.28900  0.00
C 3.91870 0.85646 -1.09413  0.00
C 5.00915 -0.02560 -0.92082  0.01
C 4.92169 -1.09992 -0.02184  0.00
C 3.81752 -1.28103 0.76989  0.01
C 2.71366 -0.37176 0.62374  0.01
O 1.68830 -0.53944 1.41516  0.05
H 1.20939 3.59992 0.00864  0.00
H 1.63030 3.29089 -1.69404  0.00
H 2.95306 3.24215 -0.39661  0.00
H -2.94569 4.99682 -1.86526  0.00
H -1.33928 4.04882 -1.72893  0.00
H -2.81665 3.57601 1.27026  0.00
H -2.19699 4.76366 3.44544  0.00
H -0.85829 6.80172 3.36879  0.00
H 0.01129 7.63679 1.23921  0.00
H -0.82382 6.54069 -0.96493  0.00
H 3.96947 1.75225 -1.76389  0.00
H 5.90402 0.11674 -1.52894  0.00
H 5.73405 -1.83432 0.04479  0.00
H 3.73358 -2.10188 1.46117  0.00
N 0.80870 1.10973 3.34665  0.12
C -0.47975 0.77222 3.43635  0.04
N -0.99023 -0.16575 2.67916  0.00
C -2.35828 -0.44005 3.02275  0.07
C -2.79504 0.37274 4.03978  0.25
S -1.66278 1.56943 4.50454  0.10
C -3.08464 -1.47868 2.26679  0.04
C -4.48611 -1.57743 2.20976  0.21
S -4.85926 -2.88223 1.16968  0.08
C -3.09856 -3.19338 0.84890  0.05
N -2.34302 -2.36819 1.52671  -0.01
N -2.80652 -4.25086 0.04895  0.03
H 1.44330 0.51282 2.69930  -0.01
H 1.17521 1.76028 4.04768  -0.01
H -3.81877 0.30814 4.45143  0.00
H -5.21854 -0.99048 2.85086  0.00
H -3.59652 -4.55712 -0.51507  0.00
H -1.97477 -4.18444 -0.48606  0.00
C 0.83037 -3.93839 0.51746  0.00
N 0.85649 -3.88539 -0.98214  0.00
C 1.17369 -5.11860 -1.68382  0.00
C 1.84718 -4.74397 -3.01959  0.00
C 0.90115 -3.85468 -3.84208  0.00
N 0.49206 -2.67826 -2.98467  0.00
C -0.02164 -1.50840 -3.68708  0.00
C 0.52630 -2.74667 -1.61725  -0.01
O 0.06753 -1.73943 -0.96974  -0.02
H 1.74827 -3.56625 0.95589  0.00
H 0.65021 -4.97317 0.81799  0.00
H 0.01947 -3.34127 0.93630  0.01
H 0.31815 -5.77040 -1.85900  0.00
H 1.88222 -5.64526 -1.01515  0.00
H 2.11981 -5.62979 -3.62715  0.00
H 2.76948 -4.26016 -2.85576  0.00
H -0.01242 -4.38677 -4.06902  0.00
H 1.42496 -3.43897 -4.71078  0.00
H 0.62553 -0.64259 -3.56481  0.00
H -0.95465 -1.24432 -3.21999  0.00
H -0.15336 -1.78125 -4.75639  0.00

Cartesian forces, eV/Å:
Fe 0.84 0.74 -0.31
C 1.68 -0.52 -1.50
C -3.07 2.18 -0.13
N 1.76 -1.26 0.20
N -2.56 1.72 0.13
C 2.72 -0.36 0.13
S -0.16 -1.27 0.86
S 0.78 1.44 -0.16
C 0.14 -0.42 1.15
C -0.23 -0.33 0.46
C -0.32 -0.06 0.18
C 0.01 -0.52 0.82
C 0.31 1.45 0.57
C 0.07 -1.36 0.15
C 0.16 0.42 -0.29
C 0.73 -1.91 0.06
C 0.79 0.27 0.61
C -0.72 0.77 -0.72
C 0.51 -0.20 -0.24
C -0.88 1.23 -0.84
C 0.92 -0.90 0.46
O -1.50 -0.16 0.77
H -0.34 0.21 0.25
H 0.28 0.10 0.96
H -1.46 -0.06 -0.34
H 0.32 0.03 -0.40
H -0.23 0.36 -0.72
H -0.08 0.00 0.15
H 0.02 0.06 -0.92
H -0.20 -0.66 -0.98
H -0.41 0.16 -0.43
H 0.16 0.26 0.18
H 0.12 -1.13 0.47
H -0.27 -0.10 0.20
H -0.16 0.47 -0.04
H -0.05 -0.06 0.19
N -0.38 0.07 0.71
C 1.19 0.39 -0.46
N -2.59 -1.30 -0.16
C 2.34 -0.27 -1.36
C -1.53 0.27 0.25
S 0.01 -0.85 -0.02
C 0.40 1.24 0.84
C 0.45 -0.11 0.70
S 0.25 0.29 0.12
C -1.40 1.08 1.24
N -0.08 -0.58 -0.82
N -0.91 0.52 0.21
H -0.77 0.36 0.18
H -0.07 -0.40 -0.68
H 0.88 0.33 -0.11
H 0.99 -0.97 -1.31
H 0.33 -0.06 0.23
H 1.06 0.08 -0.32
C -0.38 0.02 -0.84
N -0.34 -0.23 1.28
C 1.59 0.21 -0.28
C -1.28 -1.17 -0.74
C 0.62 1.07 1.84
N 1.07 -1.49 0.19
C -0.03 -0.24 0.12
C -1.84 1.72 -0.45
O 1.13 -1.77 -1.13
H 0.29 -0.01 -0.07
H 0.17 0.09 -0.12
H 0.00 -0.01 -0.24
H -0.28 0.08 0.11
H -0.32 0.00 -0.59
H -0.43 0.22 0.44
H 1.02 0.87 0.42
H -0.10 -0.23 -0.61
H -0.38 -0.32 0.04
H 0.23 -0.03 -0.20
H -0.60 0.24 -0.13
H 0.06 0.32 0.80

Summary:
Lowest unoccupied orbital energy (alpha / beta)   -3.347 / -6.522 eV
Spin multiplicity   6
Expectation value of S²   8.790
HOMO (alpha / beta)   -9.32 / -9.23 eV
Kohn-Sham gap (alpha / beta)   5.97 / 2.71 eV
Charge   +1
Relative energy (zero: lowest compared OMol25 entry of this formula, charge and spin)   1.349 eV

---

C2H10N2O2 | ωB97M-V/def2-TZVPD

Last column: natural (NBO) charge in e.
Element x y z (Å)
C -1.79548 0.14171 0.01978  -0.11
C -0.75744 -0.11824 -0.77716  -0.04
N -0.08043 0.85833 -1.49594  -0.87
N -2.58487 -0.73833 0.82729  -0.84
H -2.04401 1.18426 0.11091  0.17
H -0.53233 -1.13808 -1.08412  0.18
H -0.55858 1.69631 -1.77306  0.37
H 0.92195 0.97181 -1.53782  0.42
H -1.97552 -1.44343 1.22034  0.35
H -3.22993 -1.30834 0.26350  0.36
H 3.57442 0.64265 -0.64477  0.47
H 2.43331 0.71366 0.38415  0.50
O 2.67731 0.96382 -0.51799  -0.97
H 1.51965 -1.56381 1.60770  0.48
H 0.76838 -0.24526 1.69837  0.48
O 1.66358 -0.61706 1.69882  -0.96

Cartesian forces, eV/Å:
C 0.27 0.48 -0.01
C -0.17 -0.18 -0.43
N -0.06 0.51 -0.80
N -0.14 -1.05 -0.68
H -0.22 0.40 0.26
H 0.36 -0.14 0.56
H -0.27 0.01 0.35
H -0.05 -0.64 0.36
H 0.12 -0.04 0.27
H 0.07 0.60 0.20
H -0.03 0.00 0.06
H 0.06 -0.28 -0.09
O 0.16 0.21 -0.09
H 0.12 -0.01 -0.07
H 0.14 -0.03 -0.05
O -0.36 0.16 0.17

Summary:
Lowest unoccupied orbital energy   0.640 eV
HOMO   -8.05 eV
Kohn-Sham gap   8.69 eV
Relative energy (zero: lowest compared OMol25 entry of this formula, charge and spin)   1.040 eV
Structure (SMILES)   N/C=C/N.O.O